# 1
This record from the OMol25 dataset describes C25H5Br4Cl5F5O4PdS2 as an isolated structure in a non-equilibrium geometry. The level of theory is the ωB97M-V functional and the def2-TZVPD basis.

**Spin multiplicity**: 1
**E_tot**: -15277.2307 Ha
**Net charge**: -1

Structure (XYZ):
```
51
Properties=species:S:1:pos:R:3:mulliken_charge:R:1
Pd 0.10706 0.64288 -0.38314 0.070
F 3.10926 1.01318 5.92076 -0.316
C 2.94246 1.11498 4.59326 0.583
C 1.66996 1.17048 4.03336 -0.361
F 0.58516 1.12008 4.81636 -0.307
C 1.53066 1.27558 2.66006 -0.319
F 0.28186 1.30748 2.14626 0.010
C 2.62556 1.32918 1.78566 1.099
S 2.44646 1.48418 0.08506 -0.454
C 3.89536 1.26598 2.38256 0.098
F 4.98976 1.29758 1.61236 -0.320
C 4.05196 1.15928 3.75266 0.229
F 5.27956 1.09218 4.28536 -0.309
Br 0.25826 7.07208 -3.78524 -0.147
C 0.28526 5.23158 -3.38944 0.182
C 0.31586 4.29198 -4.43224 0.231
Br 0.30016 4.88978 -6.21674 -0.152
C 0.36526 2.94098 -4.14914 -0.338
Br 0.48476 1.65548 -5.52124 -0.098
C 0.33986 2.44328 -2.82744 0.776
O 0.44796 1.21858 -2.54944 -0.697
C 0.19006 3.42678 -1.73614 0.423
O 0.01526 3.02468 -0.56544 -0.328
C 0.25686 4.80258 -2.08014 -0.381
Br 0.21256 6.01838 -0.64164 -0.092
O -0.46974 -7.92322 0.53666 -0.476
C 0.04016 -7.15912 -0.45624 0.619
O 0.43266 -7.67992 -1.46674 -0.567
C 0.11506 -5.70132 -0.20494 0.768
C -0.64464 -5.03322 0.75876 -0.750
C -0.46344 -3.68412 0.97616 -0.765
C 0.50976 -2.97902 0.26056 0.256
S 0.93356 -1.36232 0.74316 -0.183
C 1.23986 -3.63462 -0.73634 -0.558
C 1.03306 -4.97412 -0.96864 -0.618
H -0.68214 -7.40952 1.32716 0.304
H -1.40374 -5.54592 1.33936 0.230
H -1.04434 -3.16242 1.72126 0.438
H 1.97326 -3.08192 -1.30374 0.436
H 1.60496 -5.50522 -1.71504 0.420
Cl -1.65764 -0.90702 -1.59624 -0.122
C -2.65994 0.20618 -0.73144 0.998
C -1.97554 1.08208 0.09616 -1.087
C -2.71414 2.03018 0.78886 1.194
Cl -1.91414 3.17188 1.77896 -0.149
C -4.10634 2.06958 0.68176 -0.100
Cl -5.01714 3.22668 1.55736 -0.209
C -4.76534 1.16018 -0.14244 0.635
Cl -6.47494 1.20128 -0.27514 -0.209
C -4.04174 0.21448 -0.86704 -0.379
Cl -4.83484 -0.90852 -1.89864 -0.208
```

# 2
This record from the OMol25 dataset describes C19H21N5O5S2 in the gas phase in a non-equilibrium geometry. The level of theory is the ωB97M-V functional and the def2-TZVPD basis.

**Spin multiplicity**: 1
**Structure (SMILES)**: COc1ccc(/C=C/C(=O)NC(=S)Nc2ccc(S(=O)(=O)N=C(N)N)cc2)cc1OC
**E_tot**: -2183.0006 Ha
**ΔE to the lowest compared entry with this formula, charge and spin**: 0.00 kJ/mol

Structure (XYZ):
```
52
Properties=species:S:1:pos:R:3:mulliken_charge:R:1
C 6.55145 6.73119 2.32430 -0.946
O 6.65637 5.33431 2.18730 -0.402
C 5.53913 4.62137 1.92332 0.885
C 4.26504 5.14766 1.77173 -0.573
C 3.18923 4.32146 1.50194 -1.206
C 3.35316 2.94412 1.37231 0.166
C 2.19592 2.12884 1.08948 0.004
C 2.18072 0.80250 0.87385 -0.345
C 1.01752 -0.02215 0.55938 0.354
O 1.14119 -1.16250 0.12593 -0.772
N -0.21463 0.54481 0.78389 -0.099
C -1.47686 0.01529 0.55010 0.335
S -2.74405 1.01257 0.90221 -0.481
N -1.49639 -1.23296 0.06183 -0.057
C -2.53839 -2.07922 -0.29319 1.314
C -2.16678 -3.31637 -0.83378 -0.843
C -3.12890 -4.22661 -1.21783 -0.655
C -4.46547 -3.90939 -1.05943 0.103
S -5.70663 -5.06291 -1.61707 1.307
O -5.18430 -6.39484 -1.52055 -0.712
O -6.95267 -4.78728 -0.92105 -0.795
N -5.78764 -4.62507 -3.19982 -0.493
C -6.89321 -4.37889 -3.81228 0.601
N -8.12733 -4.60179 -3.30917 -0.439
N -6.82781 -3.85588 -5.07428 -0.458
C -4.84722 -2.69620 -0.52474 -0.656
C -3.89036 -1.77532 -0.13696 -0.689
C 4.64243 2.40997 1.52759 -0.472
C 5.72405 3.21962 1.79862 0.967
O 7.00145 2.79122 1.96508 -0.455
C 7.26863 1.41430 1.85499 -0.906
H 7.56152 7.08146 2.52939 0.232
H 5.89708 7.00548 3.15785 0.373
H 6.18585 7.19907 1.40468 0.373
H 4.09947 6.20897 1.86343 0.379
H 2.20814 4.75807 1.38843 0.336
H 1.27277 2.69467 1.03522 0.271
H 3.09680 0.23078 0.86557 0.324
H -0.24954 1.47829 1.17260 0.165
H -0.55130 -1.62011 -0.07824 0.271
H -1.11772 -3.54987 -0.94611 0.378
H -2.87086 -5.18803 -1.63086 0.411
H -8.91941 -4.15191 -3.73641 0.221
H -8.13987 -4.74957 -2.30232 0.284
H -5.91743 -3.90468 -5.50095 0.255
H -7.61227 -4.01416 -5.68573 0.219
H -5.89820 -2.48754 -0.40291 0.480
H -4.19035 -0.83100 0.28422 0.149
H 4.78088 1.34649 1.43577 0.348
H 7.01952 1.03385 0.85901 0.363
H 6.72789 0.83706 2.61211 0.361
H 8.33938 1.31081 2.02155 0.225
```

# 3
This record from the OMol25 dataset describes a 2-piece molecular cluster, C6H16O overall in a non-equilibrium geometry. The level of theory is the ωB97M-V functional and the def2-TZVPD basis.

**Spin multiplicity**: 2
**E_tot**: -313.3220 Ha
**Net charge**: -1
**ΔE to the lowest compared entry with this formula, charge and spin**: 189.21 kJ/mol

Structure (XYZ):
```
23
Properties=species:S:1:pos:R:3:mulliken_charge:R:1
C -0.39826 -2.85825 2.27814 -1.280
C -0.34215 -1.47156 1.70306 -0.036
C -0.36396 -1.16563 0.16568 -0.992
C -0.46638 0.26366 -0.14415 0.709
C 0.99558 0.87132 -0.05707 -2.088
C -0.76790 0.70204 -1.66269 -1.933
H -0.07136 -2.84416 3.24579 0.420
H -1.45419 -3.29543 2.29387 0.282
H 0.13941 -3.60357 1.68170 0.298
H 0.61338 -0.93451 2.11238 0.138
H -1.41972 -1.08179 1.90215 0.158
H -1.16306 -1.70360 -0.31521 0.405
H 0.53174 -1.64308 -0.29731 0.379
H -1.23598 0.76977 0.40815 0.430
H 1.20704 1.03198 0.91202 0.232
H 1.18153 1.76390 -0.69204 0.878
H 1.87438 0.21666 -0.53353 0.211
H -0.42324 1.83291 -1.84661 0.558
H -0.34926 0.04225 -2.40913 0.362
H -1.85673 0.65528 -1.76662 0.393
H 1.54273 4.70100 -2.88422 0.932
H 0.98096 3.93691 -1.59217 0.420
O 1.24546 3.81390 -2.50219 -1.874
```

# 4
This record from the OMol25 dataset describes C41H60BGeN11SSeTi as an isolated structure. The level of theory is the ωB97M-V functional and the def2-TZVPD basis.

**Spin multiplicity**: 2
**E_tot**: -7951.6796 Ha
**Net charge**: -1
**ΔE to the lowest compared entry with this formula, charge and spin**: 261.83 kJ/mol

Structure (XYZ):
```
117
Properties=species:S:1:pos:R:3:mulliken_charge:R:1
Ti -0.18003 -0.45464 -0.15396 -0.073
C 4.36114 -0.46690 0.01624 -1.890
C 3.11290 -0.69803 -0.57079 -0.306
N 2.14666 -0.53010 0.31672 0.557
N 2.73200 -0.21458 1.48630 0.260
C 4.06754 -0.14350 1.32249 -0.020
B 1.81956 0.06498 2.70305 -0.257
N 0.79949 -1.07228 2.85897 0.162
C 0.71877 -1.95202 3.87227 0.088
C -0.28089 -2.85407 3.58989 -2.114
C -0.76207 -2.44687 2.34477 -0.478
N -0.15260 -1.34480 1.93077 1.295
N 1.06595 1.36700 2.41081 0.160
C 1.16630 2.58102 2.97478 -0.515
C 0.46589 3.47665 2.19787 -1.678
C -0.01523 2.70811 1.13503 -0.418
N 0.34297 1.43280 1.26351 1.189
N 2.67568 0.09597 3.97667 0.451
C 3.61790 -0.81872 4.31199 -0.339
C 3.93404 -0.64849 5.63827 -1.003
C 3.09779 0.40399 6.04804 -0.327
N 2.33476 0.83017 5.05945 -1.053
H 5.33003 -0.50344 -0.44921 0.442
H 2.85605 -0.92930 -1.59168 0.577
H 4.71240 0.14793 2.13232 0.671
H 1.37558 -1.87743 4.72202 0.392
H -0.59138 -3.70478 4.16948 0.470
H -1.48991 -2.93652 1.72935 0.764
H 1.70655 2.70644 3.89415 0.573
H 0.33680 4.53072 2.36713 0.533
H -0.58097 3.01854 0.27302 0.235
H 3.96842 -1.54368 3.59790 0.581
H 4.65153 -1.20051 6.21936 0.414
H 3.01713 0.86538 7.01966 0.451
N 0.18860 -2.35017 -0.57716 0.682
C 0.60436 -3.44959 -0.03394 -0.836
N 1.21387 -4.45720 -0.69513 0.476
C 1.59473 -5.59930 0.14558 -0.515
C 2.36609 -6.64657 -0.64510 -0.915
C 3.58933 -6.02579 -1.31690 -0.651
C 3.20511 -4.74503 -2.08938 -0.487
C 1.69848 -4.50533 -2.07240 -0.228
H 0.69910 -6.03786 0.59254 0.258
H 2.21470 -5.23509 0.97183 0.337
H 1.71371 -7.10170 -1.39502 0.320
H 2.66700 -7.44857 0.03281 0.412
H 4.05907 -6.75524 -1.98098 0.261
H 4.32774 -5.78638 -0.54714 0.357
H 3.55013 -4.79883 -3.12505 0.429
H 3.68468 -3.87283 -1.63843 0.083
H 1.17894 -5.28814 -2.63818 0.201
H 1.46935 -3.55989 -2.54926 0.039
S 0.19064 -1.61614 -2.20624 -0.696
C 2.32646 5.14760 -0.37860 -0.825
Ge 0.71875 5.89940 -1.20089 0.619
C 1.22917 7.60643 -2.03797 -1.236
C -0.67051 6.29841 0.12173 -0.972
C 0.02422 4.69384 -2.52269 -0.787
Se 0.69761 1.53680 -1.68994 0.183
C 0.19839 1.19638 -3.54873 -1.355
H 2.64791 5.73360 0.48345 0.348
H 3.13322 5.13768 -1.11294 0.395
H 2.14398 4.11976 -0.06562 0.014
H 1.67245 8.27491 -1.29812 0.335
H 0.35932 8.09790 -2.47472 0.354
H 1.95970 7.43753 -2.82964 0.350
H -0.32024 7.05064 0.83039 0.375
H -0.96628 5.41205 0.67862 0.056
H -1.55477 6.68835 -0.38475 0.363
H 0.66269 4.29070 -3.29782 0.294
H -1.00509 4.35976 -2.53085 0.314
H -0.05205 2.15187 -4.00968 0.399
H -0.67107 0.54355 -3.59936 0.336
H 1.02299 0.73617 -4.08992 0.334
C -4.95680 -2.93603 3.02992 -1.958
C -4.19092 -2.81782 1.73940 1.370
C -4.08317 -3.89852 0.87175 -0.797
C -3.37719 -3.78618 -0.32132 1.060
C -3.23240 -4.96465 -1.24583 -1.974
C -2.78953 -2.57094 -0.64897 -1.210
C -2.84740 -1.47946 0.21621 0.523
C -3.55808 -1.62666 1.41178 -0.289
N -2.19606 -0.26444 -0.13796 0.984
C -3.18131 0.85212 -0.32750 0.973
C -2.69510 1.79305 -1.43586 -0.016
C -3.66150 2.95431 -1.67732 0.380
C -5.01870 2.41696 -2.12191 -1.719
C -5.54496 1.48399 -1.03466 0.522
C -5.72485 2.27079 0.26597 -1.666
C -4.37116 2.83033 0.71159 0.279
C -3.82138 3.74993 -0.38049 -0.588
C -3.40099 1.66805 0.95808 -0.731
C -4.56135 0.33259 -0.79902 -1.449
H -4.89142 -3.94597 3.43816 0.426
H -6.01601 -2.70948 2.88094 0.329
H -4.57234 -2.24076 3.77674 0.397
H -4.54112 -4.84746 1.13670 0.360
H -4.20429 -5.30684 -1.60982 0.421
H -2.75762 -5.80402 -0.73290 0.356
H -2.61619 -4.70666 -2.10631 0.340
H -2.23479 -2.46729 -1.57302 0.333
H -3.56952 -0.81542 2.12799 -0.159
H -2.56470 1.20443 -2.34995 0.339
H -1.71452 2.18649 -1.18581 -1.201
H -3.24599 3.60177 -2.45685 0.236
H -4.91223 1.87195 -3.06535 0.469
H -5.72415 3.23842 -2.29257 0.537
H -6.50792 1.06245 -1.34274 0.236
H -6.13150 1.61669 1.04456 0.554
H -6.44069 3.08660 0.11457 0.561
H -4.49322 3.39454 1.64243 0.465
H -2.85337 4.15618 -0.07299 -0.490
H -4.49657 4.59925 -0.53523 0.693
H -3.81452 1.02809 1.74127 0.546
H -2.44254 2.03305 1.32356 -0.279
H -4.42320 -0.24793 -1.71697 0.372
H -5.00067 -0.33880 -0.06215 0.251
```